{"formula": "C27H32F2NO2", "method": "ωB97M-V/def2-TZVPD", "symbols": ["C", "O", "C", "O", "C", "C", "C", "C", "N", "C", "C", "C", "C", "C", "C", "C", "C", "C", "C", "C", "C", "C", "F", "C", "C", "C", "C", "C", "C", "C", "F", "C", "H", "H", "H", "H", "H", "H", "H", "H", "H", "H", "H", "H", "H", "H", "H", "H", "H", "H", "H", "H", "H", "H", "H", "H", "H", "H", "H", "H", "H", "H", "H", "H"], "coordinates": [[3.32, -1.37, -0.12], [3.25, -0.24, 0.75], [2.35, -0.40, 1.74], [1.62, -1.37, 1.89], [2.18, 0.84, 2.55], [1.74, 0.64, 4.02], [0.94, 1.93, 4.33], [0.70, 2.60, 2.97], [1.05, 1.56, 1.98], [1.15, 1.87, 0.64], [1.81, 3.17, 0.30], [2.33, 3.27, -1.15], [1.31, 2.67, -2.15], [0.80, 1.28, -1.78], [0.37, 1.08, -0.34], [-0.21, -0.36, -0.54], [-1.62, -0.43, -0.01], [-1.81, -0.09, 1.34], [-3.06, 0.37, 1.76], [-4.19, 0.24, 0.93], [-5.62, 0.42, 1.32], [-3.98, -0.29, -0.34], [-5.03, -0.56, -1.17], [-2.73, -0.55, -0.84], [-0.09, -1.42, -1.67], [0.46, -2.64, -1.21], [0.44, -3.81, -1.96], [-0.26, -3.86, -3.16], [-0.56, -5.15, -3.84], [-0.86, -2.70, -3.60], [-1.65, -2.82, -4.70], [-0.73, -1.46, -2.94], [3.12, -2.28, 0.44], [2.58, -1.22, -0.90], [4.33, -1.36, -0.54], [3.07, 1.49, 2.50], [1.11, -0.27, 4.06], [2.64, 0.46, 4.63], [0.02, 1.64, 4.85], [1.53, 2.56, 4.99], [-0.33, 2.99, 2.88], [1.40, 3.45, 2.90], [1.09, 4.01, 0.49], [2.62, 3.44, 1.00], [3.30, 2.74, -1.20], [2.57, 4.33, -1.41], [1.78, 2.68, -3.14], [0.45, 3.36, -2.24], [1.51, 0.50, -2.11], [-0.11, 1.09, -2.37], [-0.72, 1.53, 0.07], [0.53, -0.72, 0.17], [-1.02, 0.00, 2.07], [-3.28, 0.91, 2.70], [-5.61, 0.87, 2.31], [-6.15, 1.07, 0.62], [-6.14, -0.54, 1.37], [-2.60, -0.81, -1.89], [0.96, -2.66, -0.21], [0.99, -4.68, -1.62], [0.02, -5.94, -3.34], [-1.64, -5.39, -3.77], [-0.28, -5.08, -4.91], [-1.18, -0.58, -3.41]], "gap_ha": 0.2318, "largest_force_ha_per_bohr": 0.0688, "energy_ev": -39528.42573, "total_charge": 1, "multiplicity": 1, "relative_energy_kj_mol": 194.00, "lumo_ha": -0.1839, "homo_energy_ev": -11.313}